# 1
{"formula": "C4H6N2", "method": "wB97M-V/def2-TZVPD", "e_homo_ev": -10.1, "smiles": "C=CC#N.C=N", "lumo_energy_ev": 0.66, "e_tot_ev": -7223.5039, "homo_lumo_gap_ev": 10.75, "mol_weight_g_mol": 82.106, "elements": ["C", "N", "N", "C", "H", "H", "H", "H", "H", "C", "C", "H"], "coordinates": [[-1.80, 0.22, 0.50], [-1.80, -1.30, -1.61], [1.91, 0.26, 0.18], [-1.81, -0.62, -0.67], [2.72, 0.21, 0.80], [2.53, -1.63, -0.50], [-2.45, -0.09, 1.32], [-0.36, 1.59, -0.23], [-1.02, 1.91, 1.47], [-1.03, 1.30, 0.57], [1.82, -0.79, -0.54], [1.00, -0.88, -1.24]]}

=====

# 2
{"formula": "C8H11N2S2", "method": "wB97M-V/def2-TZVPD", "e_homo_ev": [-2.2, -2.2], "smiles": "CC(=C=S)C(=S)N1CCCC[N-]1", "lumo_energy_ev": [3.26, 3.26], "total_charge": -1, "e_tot_ev": -33122.3051, "homo_lumo_gap_ev": [5.49, 5.50], "mol_weight_g_mol": 199.324, "elements": ["N", "C", "C", "S", "H", "C", "C", "H", "C", "C", "H", "C", "H", "H", "H", "H", "H", "H", "H", "C", "H", "S", "N"], "coordinates": [[-0.06, -1.04, 0.21], [-3.36, -0.50, -0.09], [0.81, 0.93, 1.35], [-1.97, 2.33, 0.88], [0.45, 1.88, 1.74], [1.34, -1.33, 0.38], [2.00, 1.14, 0.53], [-1.36, -1.65, -1.58], [-1.41, 0.77, 0.30], [-1.73, -0.67, -1.88], [3.30, -0.34, -0.30], [-2.25, -0.06, -0.59], [-2.48, -0.81, -2.72], [2.05, 1.97, -0.18], [2.78, 1.31, 1.15], [1.64, -1.52, 1.49], [1.38, -2.29, -0.09], [0.88, 0.46, 2.29], [1.87, 0.07, -1.32], [2.20, -0.16, -0.28], [-0.99, 0.01, -2.31], [-4.85, -0.74, 0.39], [-0.23, 0.25, 0.62]]}

=====

# 3
{"formula": "CH14O5", "method": "wB97M-V/def2-TZVPD", "e_homo_ev": -11.3, "smiles": "C.O.O.O.O.O", "lumo_energy_ev": 0.49, "e_tot_ev": -11501.9557, "homo_lumo_gap_ev": 11.79, "mol_weight_g_mol": 106.118, "elements": ["H", "H", "H", "H", "O", "H", "H", "H", "H", "O", "C", "H", "H", "O", "O", "H", "H", "O", "H", "H"], "coordinates": [[-2.00, -1.61, 0.48], [0.81, 0.93, -0.47], [-2.50, 3.79, 0.30], [3.02, 0.06, 0.38], [2.81, -2.38, 0.54], [-4.07, 3.98, 1.33], [-2.87, 2.73, 1.67], [0.01, 1.64, -1.58], [-2.52, 4.49, 1.85], [-1.33, -1.59, -0.19], [-3.02, 3.72, 1.25], [0.16, -3.67, -2.08], [2.17, -2.57, -0.15], [0.54, -3.56, -1.19], [0.01, 0.89, -0.97], [2.76, -3.16, 1.12], [-0.06, -2.90, -0.83], [3.41, 0.33, -0.45], [3.86, -0.48, -0.68], [-1.18, -0.64, -0.33]]}

=====

# 4
{"formula": "C65H158N9O9", "method": "wB97M-V/def2-TZVPD", "e_homo_ev": -12.4, "lumo_energy_ev": -8.76, "total_charge": 7, "e_tot_ev": -101723.8313, "homo_lumo_gap_ev": 3.64, "mol_weight_g_mol": 1210.033, "elements": ["H", "C", "C", "H", "H", "N", "C", "H", "C", "C", "H", "H", "C", "H", "O", "H", "H", "H", "H", "H", "H", "H", "C", "H", "H", "C", "O", "H", "H", "H", "C", "C", "C", "C", "H", "H", "C", "H", "C", "H", "H", "C", "H", "H", "H", "C", "N", "H", "H", "C", "H", "N", "H", "H", "H", "C", "H", "H", "C", "C", "H", "H", "H", "H", "H", "C", "H", "H", "H", "H", "C", "H", "H", "H", "H", "H", "H", "H", "H", "C", "C", "H", "H", "H", "C", "C", "C", "N", "H", "C", "H", "C", "H", "C", "C", "H", "H", "H", "H", "H", "H", "H", "H", "H", "C", "C", "H", "H", "H", "H", "C", "H", "N", "H", "H", "H", "C", "C", "C", "H", "H", "H", "H", "H", "H", "C", "H", "C", "H", "H", "H", "H", "C", "H", "H", "H", "O", "H", "H", "H", "H", "H", "H", "H", "H", "H", "H", "H", "C", "H", "H", "H", "C", "N", "C", "H", "C", "H", "C", "H", "C", "H", "C", "H", "H", "H", "C", "C", "H", "H", "C", "H", "C", "H", "N", "H", "H", "C", "H", "C", "O", "H", "H", "O", "H", "H", "C", "C", "C", "H", "H", "H", "H", "C", "H", "H", "H", "H", "C", "O", "O", "H", "H", "C", "N", "H", "H", "O", "C", "H", "H", "N", "H", "H", "H", "H", "H", "C", "C", "C", "H", "H", "H", "H", "H", "C", "H", "H", "O", "H", "H", "H", "H", "H", "H", "H", "H", "H", "H", "H", "C"], "coordinates": [[-1.70, 7.79, 2.70], [-10.95, -1.54, -5.55], [6.18, -5.01, -7.52], [9.25, 1.89, 0.82], [7.51, -5.59, -5.19], [11.04, 2.61, 1.69], [6.29, 5.86, -7.47], [8.97, 6.49, -12.16], [6.83, -4.74, -5.06], [1.54, 6.40, 6.23], [1.49, 6.19, 3.55], [7.64, -4.72, -1.70], [13.17, 1.23, 2.38], [12.98, 3.27, 1.49], [-0.26, -0.36, -0.50], [-0.14, -0.81, 1.55], [11.57, 3.93, 3.30], [-11.55, 0.00, 7.22], [0.73, -6.75, 9.54], [0.80, -2.96, 1.31], [7.12, 4.22, -8.70], [0.75, -4.87, 12.85], [7.10, 7.33, -12.51], [6.03, 7.25, -12.66], [6.22, -3.51, -3.31], [-6.47, -10.26, -0.38], [-1.84, 6.88, 2.99], [-5.23, 7.62, -5.87], [-10.78, -2.54, -5.95], [3.33, -5.75, 13.75], [6.76, 7.46, -9.95], [-3.23, 5.28, -6.16], [-7.89, 0.93, 5.27], [-0.95, 6.11, 6.06], [3.38, -7.47, 13.19], [-0.90, 5.78, 7.10], [0.44, -2.51, 0.39], [8.09, 4.39, -10.89], [-3.57, -11.56, 1.94], [-8.05, 2.98, 5.14], [1.59, 4.26, 5.07], [-8.99, 0.54, 6.29], [-1.43, -2.22, 9.39], [4.07, -2.78, -7.85], [-0.97, -3.34, 11.55], [1.71, -0.47, 0.65], [0.42, 5.81, 5.36], [10.44, 3.78, -0.13], [-1.96, -6.11, 10.66], [3.91, -2.95, -6.78], [-2.42, -11.83, -0.41], [-4.13, -10.95, 0.62], [-9.60, 1.32, 3.14], [-4.27, -9.07, -0.39], [2.43, -6.08, -6.19], [4.55, -5.57, -5.74], [14.06, 0.76, 1.97], [-11.65, -1.47, -4.72], [-4.34, 7.92, -5.32], [6.61, 5.17, -8.82], [7.52, -3.96, -5.39], [5.92, 6.88, -7.53], [-1.65, 5.54, 5.45], [-8.97, 1.25, 7.11], [4.49, 4.70, -6.96], [1.24, -5.15, 11.92], [5.57, 0.13, 6.90], [11.39, 2.28, 3.84], [-2.16, 9.19, -5.04], [1.06, -2.74, -0.48], [5.20, -3.19, -6.05], [2.83, -6.44, 11.25], [-0.26, 6.36, 1.99], [-3.98, -12.83, -0.43], [-3.80, -10.82, 2.71], [-11.08, -1.34, 5.51], [-0.81, 4.94, 3.01], [8.08, -6.00, -2.88], [5.45, -4.97, -8.32], [12.49, 2.30, 1.46], [7.84, -4.95, -2.75], [-11.74, 1.91, 4.39], [9.76, 0.83, 2.17], [-2.63, 9.24, -7.86], [-9.92, 0.57, -4.51], [-3.69, -9.49, 0.43], [7.95, 6.12, -12.29], [7.47, 6.16, -9.77], [-4.20, 7.32, -4.41], [0.56, 4.34, 5.43], [11.20, 4.74, 1.11], [2.08, -6.44, 12.04], [-10.69, 2.99, 5.40], [7.50, 5.28, -11.07], [-12.76, 2.32, 8.45], [-9.61, 3.22, 3.15], [5.18, -2.85, -5.02], [-2.55, 4.51, -4.36], [2.35, -1.06, 1.31], [3.43, -5.72, -7.64], [-3.69, -11.25, -1.43], [-2.52, -11.83, 1.99], [1.79, 0.54, 1.06], [0.29, -3.27, 7.74], [-0.45, -5.30, 8.24], [10.54, 3.88, 0.95], [-7.71, -0.62, -6.03], [6.56, 9.09, -11.19], [-7.58, 0.07, 4.68], [-7.08, 1.26, 5.93], [8.93, 6.45, -9.31], [1.93, -4.35, 11.64], [-3.11, 7.94, -6.25], [7.87, 5.59, -13.24], [5.72, 7.17, -10.07], [1.60, 7.46, 6.01], [-9.02, -1.79, -3.90], [-1.81, 8.31, -5.57], [-10.89, -0.47, 4.87], [1.51, -7.33, 11.77], [-3.85, 6.53, -7.71], [12.86, -0.69, 2.45], [9.41, 6.90, -10.18], [-8.52, -2.24, -6.35], [8.79, -4.52, -3.08], [0.50, 6.46, 3.91], [4.41, -5.32, -4.69], [-10.73, 2.13, 4.74], [-6.25, -0.42, -3.00], [-13.18, 1.35, 8.71], [-10.57, 0.86, -5.34], [-10.37, 0.58, -3.52], [-9.61, 2.27, 3.69], [2.53, 5.99, 5.99], [1.21, 6.24, 7.25], [-4.51, 8.93, -4.96], [5.93, 0.70, 7.58], [8.87, 7.01, -8.38], [5.69, 5.00, -9.37], [8.21, 8.66, -11.05], [6.95, -4.29, -7.79], [-2.04, 6.57, -7.45], [-2.66, -9.60, 0.11], [0.46, -2.91, 10.55], [-9.73, -1.76, -3.08], [-8.89, -0.45, 6.74], [6.52, 4.91, -11.37], [-3.74, 9.93, -6.72], [-5.76, -11.15, 0.64], [-11.83, -0.33, 4.34], [-12.50, 1.12, 6.13], [13.46, 1.69, 3.32], [-11.60, 0.97, 6.74], [-10.44, 0.81, 5.66], [-0.37, -3.61, 10.68], [9.19, 5.41, -9.07], [-1.22, -3.29, 9.46], [-7.24, -2.31, -2.73], [-11.39, 1.95, 7.83], [-10.70, 2.73, 7.51], [10.10, 1.44, 1.33], [-6.00, -12.17, 0.35], [-0.60, -3.78, 8.10], [9.56, 3.97, 1.42], [-11.25, -0.83, -6.32], [5.06, -6.53, -5.73], [0.53, -5.69, 9.39], [-7.55, -1.64, -3.54], [-6.63, -9.22, -0.11], [-5.97, -10.90, 1.69], [-8.63, -1.17, -6.23], [5.14, 5.56, -5.54], [10.98, 3.03, 3.16], [-6.80, -2.01, -4.25], [5.65, -4.64, -6.06], [-10.09, -0.79, 4.20], [-4.13, -12.49, 2.07], [0.32, -0.99, 0.58], [9.93, 3.04, 3.45], [7.23, 8.23, -11.24], [12.34, 0.09, 2.64], [-4.33, 8.64, -7.89], [-9.19, -2.79, -4.30], [-7.20, -0.36, -3.09], [-0.54, -2.87, 0.10], [2.44, -3.82, -5.45], [-1.17, -5.88, 11.36], [-3.03, 6.59, -7.00], [3.27, -5.51, -6.58], [-9.11, -0.71, -7.10], [6.70, -5.94, -7.28], [5.72, -5.13, -3.28], [-0.16, 3.81, 4.81], [2.75, -6.59, 13.35], [12.53, 2.10, 0.39], [-4.18, 5.12, -5.65], [-1.38, -3.55, 7.38], [7.41, 7.92, -13.38], [-8.22, 2.16, 4.44], [5.17, -1.14, 6.96], [5.81, -0.94, 9.04], [6.78, 8.05, -9.04], [10.72, 0.81, 0.69], [-3.50, -11.86, -0.54], [0.07, -5.12, 10.79], [6.02, -2.63, -6.50], [3.48, -2.03, -6.40], [-2.51, 5.28, -4.94], [-0.63, 6.01, 2.95], [1.46, -5.13, 9.26], [-6.32, -9.84, -2.40], [-9.59, -0.88, -5.04], [-1.13, 7.18, 5.99], [0.44, 7.54, 3.99], [-1.52, 7.49, -4.91], [-0.29, -5.78, 7.27], [-7.53, -10.51, -0.47], [5.53, -0.50, 7.93], [6.57, -4.51, -3.56], [2.82, -4.07, -6.44], [-13.36, 2.86, 7.71], [-0.65, -6.76, 11.74], [-12.83, 2.93, 9.36], [-3.06, 4.40, -6.78], [2.01, -6.77, 14.13], [5.40, 5.11, -6.50], [7.25, 6.03, -6.97], [-1.58, -5.34, 12.22], [-5.95, -10.42, -1.74], [1.90, -4.04, -7.02], [-10.75, 1.55, 8.61], [-2.15, -3.84, 9.62], [-9.11, 1.30, -4.52], [0.69, 3.94, 6.44], [-3.85, -8.98, 1.38], [-7.43, 2.25, 3.69], [-1.04, 8.37, -6.34], [2.15, -0.42, -0.35], [5.99, 4.20, -6.38], [-1.43, -5.74, 8.43], [-3.52, 9.02, -7.28]]}

=====

# 5
{"formula": "C5H20Al3Cl6N10O5", "method": "wB97M-V/def2-TZVPD", "e_homo_ev": -17.2, "lumo_energy_ev": -14.18, "total_charge": 3, "e_tot_ev": -125535.8540, "homo_lumo_gap_ev": 3.05, "mol_weight_g_mol": 593.944, "elements": ["H", "H", "H", "N", "N", "H", "N", "C", "O", "H", "O", "N", "H", "H", "C", "H", "H", "N", "O", "N", "H", "H", "C", "Al", "H", "Cl", "O", "H", "Cl", "H", "C", "Al", "H", "H", "Cl", "N", "H", "Cl", "H", "Al", "Cl", "N", "C", "O", "H", "N", "Cl", "N", "H"], "coordinates": [[-3.43, -1.16, -3.31], [6.15, -1.08, 2.68], [4.20, -3.08, 0.76], [-3.73, 1.05, 1.01], [3.70, -3.32, 1.61], [-2.26, 0.10, -6.20], [-3.19, -0.68, -4.17], [-2.83, 1.65, 1.71], [-1.09, -0.73, -3.43], [2.11, -4.40, 3.15], [-1.80, 1.21, 2.20], [1.78, -3.62, 2.61], [-2.44, 3.58, 2.20], [-4.54, 1.60, 0.77], [-1.91, -0.49, -4.30], [4.01, -2.40, 4.84], [-3.41, 0.28, 0.44], [-2.49, 3.32, -1.27], [-0.97, 2.57, -2.68], [-3.04, 2.92, 1.74], [-4.09, 3.11, -3.17], [5.66, -2.47, 4.18], [4.34, -1.02, 3.61], [2.04, 2.43, -2.15], [0.79, -3.45, 2.75], [0.30, 0.14, -0.22], [3.20, -0.57, 3.77], [-3.14, 4.09, -1.32], [3.50, 1.78, 0.96], [4.99, 0.19, 2.29], [2.38, -3.24, 1.51], [0.93, 1.10, 3.26], [-0.61, 0.05, -5.64], [-2.83, 2.49, -4.20], [2.56, -0.89, -3.35], [4.71, -2.13, 4.16], [-3.98, 3.24, 1.54], [-3.37, -2.15, -0.46], [-3.65, -0.95, -5.03], [-0.15, -2.99, -1.75], [0.18, 3.87, 0.85], [5.26, -0.63, 2.82], [-2.12, 2.91, -2.42], [1.77, -2.84, 0.57], [4.06, -3.41, 2.54], [-3.13, 2.83, -3.30], [-1.00, -1.77, 3.88], [-1.58, -0.22, -5.53], [-1.86, 3.19, -0.49]]}

=====

# 6
{"formula": "C18H54O9", "method": "wB97M-V/def2-TZVPD", "e_homo_ev": -9.3, "smiles": "CCO.CCO.CCO.CCO.CCO.CCO.CCO.CCO.CCO", "lumo_energy_ev": 0.32, "e_tot_ev": -37966.7262, "homo_lumo_gap_ev": 9.61, "mol_weight_g_mol": 414.621, "elements": ["H", "H", "H", "H", "H", "O", "C", "H", "H", "H", "C", "H", "C", "C", "C", "O", "C", "H", "H", "H", "O", "H", "H", "C", "H", "H", "H", "C", "H", "O", "H", "O", "H", "H", "H", "H", "H", "H", "H", "H", "H", "H", "C", "H", "H", "H", "C", "C", "O", "H", "H", "C", "C", "H", "C", "H", "H", "H", "O", "H", "C", "C", "O", "H", "C", "H", "C", "H", "O", "H", "H", "H", "H", "H", "H", "H", "H", "H", "H", "H", "H"], "coordinates": [[-5.47, 0.24, -1.03], [-0.42, 3.45, -1.74], [0.74, -2.23, -5.41], [-0.35, 5.18, -4.25], [-0.56, -3.85, -3.08], [2.46, -0.59, 1.89], [-0.99, 4.06, -2.44], [-1.08, -4.23, 3.29], [3.09, 0.60, 3.12], [5.58, 3.43, 2.94], [-4.52, 1.90, -2.08], [-0.25, -5.87, -1.89], [0.94, 0.79, -0.69], [1.44, -1.40, -5.57], [4.50, 3.54, 2.93], [-0.40, -5.05, -1.41], [1.63, -0.61, -4.29], [-1.47, 4.83, -1.82], [-1.71, 3.49, -3.01], [4.90, -1.00, 0.97], [0.83, 5.66, -2.57], [-3.53, 1.47, 2.79], [1.08, -4.10, -2.59], [-0.73, -2.25, 4.07], [1.64, 1.34, -0.06], [-0.09, -2.70, 4.84], [-1.62, -3.49, 1.21], [-0.44, 0.62, -0.04], [2.63, -1.91, 0.33], [-2.87, -0.26, 2.04], [2.23, 0.29, -4.40], [3.46, 1.44, 3.47], [0.90, 1.46, -1.55], [-1.73, -2.11, 4.46], [-3.78, 0.86, 0.80], [0.33, -3.40, 2.59], [-0.96, -0.18, -0.57], [0.78, 3.99, -3.62], [-5.48, 2.42, -2.08], [4.32, 1.81, 1.64], [2.53, -2.67, 1.89], [-4.06, -1.21, 4.31], [3.72, 2.32, 2.41], [2.81, 2.70, 1.92], [1.27, -0.20, -1.01], [0.32, 6.35, -2.14], [-0.69, -3.27, 2.93], [2.99, -1.81, 1.36], [-0.15, 0.27, 1.31], [-4.63, 0.28, 4.87], [-0.91, 0.41, 1.88], [-3.27, 0.49, 3.19], [0.06, 4.76, -3.32], [-5.26, -0.43, 3.34], [-4.54, 0.81, -1.01], [3.16, -2.34, -5.33], [0.93, -0.75, -6.29], [0.68, -0.26, -3.87], [-1.58, -2.81, 1.90], [4.10, 3.88, 3.88], [4.49, -1.79, 1.60], [0.08, -3.96, -2.18], [-4.37, 1.42, 0.28], [-1.10, 1.49, -0.15], [-4.37, -0.23, 3.94], [-4.23, 1.45, -3.02], [-0.12, -2.71, -1.37], [-2.58, -1.17, 2.23], [2.62, -2.00, -6.05], [4.92, -2.73, 1.23], [1.58, -0.44, 1.51], [-2.42, 0.69, 3.87], [-3.76, 0.05, -1.09], [-1.14, -2.37, -1.19], [4.78, -1.69, 2.64], [4.25, 4.32, 2.20], [0.42, -2.72, -0.42], [-0.23, -1.32, 3.79], [2.07, -1.22, -3.49], [0.39, -1.90, -1.90], [-3.78, 2.65, -1.80]]}

=====

# 7
{"formula": "C22H28BBrN11OReS", "method": "wB97M-V/def2-TZVPD", "e_homo_ev": [-16.3, -16.3], "lumo_energy_ev": [-10.72, -10.31], "total_charge": 3, "e_tot_ev": -125371.0773, "homo_lumo_gap_ev": [5.58, 6.00], "mol_weight_g_mol": 771.532, "multiplicity": 2, "elements": ["N", "C", "H", "H", "H", "C", "Br", "H", "N", "N", "C", "H", "N", "H", "H", "C", "C", "O", "H", "C", "C", "N", "H", "H", "H", "C", "C", "N", "H", "B", "H", "H", "H", "H", "H", "N", "H", "N", "C", "C", "C", "C", "H", "C", "C", "H", "C", "H", "H", "H", "H", "H", "S", "C", "N", "H", "C", "H", "N", "C", "C", "C", "Re", "H", "C", "N"], "coordinates": [[2.18, 0.74, -1.85], [2.54, 0.21, 2.78], [-1.45, 5.13, 0.14], [-1.36, -3.38, -0.47], [3.09, -1.26, -1.19], [2.54, 1.43, -2.93], [-4.98, -1.44, 3.07], [0.34, -2.65, 1.51], [1.30, -0.12, 0.93], [-3.88, -1.40, -1.34], [-0.66, -2.45, 1.85], [1.35, -3.79, -3.62], [-1.72, 4.16, 0.27], [-4.56, 0.32, -3.08], [-3.06, -0.31, 1.17], [-0.61, -3.23, -1.21], [2.26, 4.97, -0.31], [-1.89, -0.33, -1.50], [-4.84, -1.54, -1.64], [-3.22, -1.89, 2.62], [0.27, 5.45, -1.60], [0.12, -2.04, -1.31], [-3.50, -2.06, -0.69], [1.07, 2.66, -0.07], [-0.69, -4.03, 3.28], [-1.25, -3.21, 2.84], [-2.56, -1.15, 1.65], [-1.30, -1.42, 1.26], [-0.46, -5.10, -2.39], [3.12, -0.09, -0.92], [-0.69, 1.79, -2.78], [0.36, -0.08, 2.85], [-3.03, -3.53, 4.00], [3.58, 1.51, -3.20], [1.36, 2.58, -4.41], [2.61, 0.08, 0.55], [2.60, 7.87, -2.01], [0.81, -3.42, -2.85], [2.85, 6.13, -0.78], [3.35, 0.26, 1.61], [-0.17, -4.09, -2.16], [1.41, 1.97, -3.53], [4.41, 0.41, 1.52], [-3.11, -0.44, -1.85], [0.36, 1.57, -2.72], [-3.02, 1.08, -3.18], [0.87, 6.62, -2.06], [4.21, 0.38, -0.98], [-2.63, 3.96, 0.64], [-0.71, 5.17, -1.97], [0.33, 7.26, -2.75], [2.80, 4.32, 0.38], [-1.32, 1.61, 0.78], [0.95, -2.21, -2.34], [0.41, 3.42, -0.22], [1.64, -1.48, -2.72], [-0.81, 3.20, 0.20], [3.85, 6.39, -0.47], [-3.62, 0.40, -2.74], [0.97, 4.65, -0.71], [1.29, -0.02, 2.32], [-2.55, -2.94, 3.24], [-0.26, -0.24, -0.25], [2.86, 0.34, 3.80], [2.15, 6.96, -1.65], [0.83, 0.82, -1.70]]}